Record 1
Molecular formula: C4H6N5
Method: DFT, wB97M-V/def2-TZVPD

The calculated total energy comes out at -429.32213 Ha. The strongest force on any atom is 0.1288 hartree/bohr. Its charge is +1. Its LUMO energy (alpha / beta) is -0.145 / -0.320 Eh. The calculation puts the molar mass at 124.127 g mol⁻¹. As for the spin multiplicity: 3. The expectation value of S² is 2.03. For the HOMO energy (alpha / beta), the calculation gives -10.7 / -15.4 eV. As for the relative energy (zero: lowest compared OMol25 entry of this formula, charge and spin): 0.0 kcal/mol.

The geometry in XYZ format:
```
15
Properties=species:S:1:pos:R:3:forces:R:3
C 1.9827 1.1515 0.1736 -3.1338 1.6559 0.1243
C 0.8720 -0.6696 -0.1114 -5.8336 1.9948 0.3682
C -1.4247 -1.2591 0.1078 -6.3717 -1.6432 0.7410
C -0.5102 1.3461 -0.2301 -1.6672 4.4595 -1.3063
N 2.8236 0.1827 -0.0114 0.3246 -2.9437 -0.0165
N 2.0870 -0.9616 -0.1677 5.9944 -0.7929 -0.2453
N 0.6495 0.6789 0.0817 2.6595 0.4621 -0.4341
N -0.1672 -1.5660 -0.1305 4.7471 1.3386 -0.2411
N -1.8748 -0.0671 0.0803 2.1024 -2.8420 0.1379
H 2.2425 2.2107 0.4036 -0.3274 -1.0575 -0.3916
H -2.1775 -2.1910 0.2842 2.1278 1.9381 -0.4116
H -1.0099 1.9274 0.5664 0.8187 -0.2537 -0.5097
H -0.9429 1.6028 -1.2812 1.7177 -0.8152 1.8034
H 0.2470 -2.4675 -0.0806 -0.4755 -1.5294 -0.1306
H -2.7971 0.0818 0.3154 -2.6829 0.0286 0.5119
```
Forces are in eV/Å.

Here are the Löwdin charges for atoms 1 to 6, given in e: atom 1 (C): 0.01, atom 2 (C): -0.31, atom 3 (C): -0.16, atom 4 (C): -0.08, atom 5 (N): 0.14, atom 6 (N): 0.16



Record 2
Molecular formula: C18H44NO8Sr
Method: DFT, wB97M-V/def2-TZVPD

The calculated total energy comes out at -1399.40933 Ha. The strongest force on any atom is 0.0538 hartree/bohr. Its charge is +1. Its LUMO energy is -0.108 Eh. The calculation puts the molar mass at 490.169 g mol⁻¹. For the HOMO energy, the calculation gives -7.9 eV. As for the relative energy (zero: lowest compared OMol25 entry of this formula, charge and spin): 5.8 kcal/mol.

The geometry in XYZ format:
```
72
Properties=species:S:1:pos:R:3:forces:R:3
Sr -8.4194 -10.5248 -10.9732 -1.3066 1.5782 0.3818
C -10.3711 -6.3914 -7.9665 2.2181 -0.1283 -1.0652
C -10.7496 -7.7563 -8.5951 -1.9544 -0.3027 0.9800
C -12.2836 -7.9143 -8.3627 -0.3559 0.3324 -0.0823
C -13.1333 -7.0820 -9.3124 0.0558 -0.1216 -0.8931
C -12.7169 -7.4302 -10.7420 -0.4604 -0.6860 0.2900
C -11.2147 -7.3250 -11.0484 -0.4341 1.0759 0.2984
N -10.4435 -7.9945 -10.0040 -0.8966 -1.5705 -0.1963
O -9.0763 -8.1193 -10.2957 0.4612 -0.4109 -0.2078
C -10.8240 -5.8211 -11.1131 0.5250 -0.6160 -0.7297
C -11.0238 -8.0158 -12.3849 -0.1811 -0.2044 -0.4861
C -10.1423 -8.8984 -7.7950 2.1583 0.7611 1.5513
H -9.5525 -6.0076 -8.5916 -0.0743 0.0900 -0.0075
H -9.8523 -6.5244 -7.0160 -0.6250 0.0983 0.3339
H -11.1157 -5.6021 -7.9641 -0.3426 -0.2861 0.2853
H -12.6293 -7.6759 -7.3507 0.7724 0.2686 0.1913
H -12.5624 -8.9728 -8.4133 -0.0058 -0.1001 -0.5919
H -13.0778 -5.9980 -9.1899 0.1355 -0.0739 0.5241
H -14.1742 -7.3868 -9.1769 -0.0705 0.2909 -0.0172
H -13.2594 -6.8967 -11.5264 -0.0567 0.2650 0.2066
H -13.0739 -8.4693 -10.8231 0.4482 -0.1421 -0.4078
H -11.0663 -5.3802 -10.1542 0.2340 0.3929 -0.0976
H -11.2347 -5.2276 -11.9350 -0.6006 -0.2785 0.1250
H -9.7542 -5.8082 -11.3422 0.1319 0.1455 0.6450
H -11.6103 -8.9387 -12.4180 0.2242 -0.1552 0.1176
H -9.9893 -8.2549 -12.6088 0.0622 0.1821 0.1550
H -11.4267 -7.4151 -13.2054 0.0961 0.2036 0.1171
H -10.2003 -8.7407 -6.7077 -0.9078 0.1226 -0.1191
H -9.0466 -8.8182 -7.8495 -0.2162 -0.3296 -0.6729
H -10.4435 -9.9281 -7.9734 -0.2465 0.1018 -0.5759
C -12.9817 -11.8449 -9.6224 -0.0835 -1.0855 0.4445
C -11.8265 -12.1384 -10.5726 -0.5465 1.0611 -0.7886
C -12.2252 -12.3854 -12.0196 -0.4208 -0.4962 -0.3893
O -10.9787 -10.9515 -10.5736 0.0427 -0.9916 0.1812
H -12.5511 -11.5786 -8.6558 -0.1372 0.1299 0.0693
H -13.5944 -12.7365 -9.4527 0.1685 -0.0452 -0.0543
H -13.7015 -11.0823 -9.9208 0.4035 0.2632 -0.3819
H -11.2453 -13.0069 -10.2563 0.0897 0.2385 0.4364
H -12.9429 -13.1979 -12.1758 -0.1085 0.0415 0.4940
H -11.3686 -12.7140 -12.6111 0.1763 0.3955 0.0473
H -12.6724 -11.4980 -12.4682 0.1705 0.0926 0.0263
H -11.5131 -10.2264 -10.2085 0.5541 0.5063 -0.1269
C -8.2282 -11.0787 -14.3968 0.1179 0.7285 0.8662
C -8.8470 -12.3893 -13.9772 -0.7341 -0.9818 -1.0098
O -8.5856 -12.6806 -12.6008 0.1904 0.5791 -0.1603
O -8.6678 -10.0087 -13.5138 0.0357 -0.9157 -0.3229
H -8.4952 -10.7372 -15.3955 0.0096 -0.7468 -0.2440
H -7.1408 -11.1614 -14.2944 0.0036 -0.0592 -0.2069
H -8.4793 -13.2014 -14.6165 0.6453 0.2436 0.0791
H -9.9155 -12.4822 -14.2016 -0.1328 0.7596 0.3969
H -8.7835 -13.6033 -12.4268 -0.0703 -0.0320 -0.1052
H -8.3103 -9.1985 -13.8889 -0.1535 0.1633 0.2065
C -7.4427 -11.9243 -7.9011 0.0073 -0.1100 -0.7535
C -8.6276 -12.8065 -8.2575 0.7780 0.7724 0.3621
O -8.7007 -12.8419 -9.7032 0.2400 -1.0636 0.7317
O -7.6061 -10.6518 -8.5459 0.6603 -0.3489 1.0048
H -6.5315 -12.3712 -8.3236 -0.1590 -0.2757 0.0637
H -7.2600 -11.8423 -6.8273 -0.4549 0.1639 0.0289
H -9.5893 -12.4478 -7.8942 0.1159 0.1624 0.2374
H -8.3720 -13.7551 -7.7794 -0.4140 -0.3353 -0.4596
H -8.8465 -13.7751 -9.8934 -0.0810 0.1908 -0.4387
H -6.8993 -10.1257 -8.1479 -0.3855 0.5595 -0.3811
C -4.9732 -10.7027 -11.0539 0.4530 0.6277 -0.1031
C -5.1772 -9.4782 -11.9505 -1.1163 -0.1565 -0.5420
O -6.5198 -8.9334 -11.8958 0.2259 -0.9466 0.9928
O -6.1032 -11.5688 -11.0716 0.3152 0.2013 0.0776
H -4.6706 -10.3267 -10.0679 -0.6320 -0.4075 0.2743
H -4.1050 -11.2548 -11.4222 0.0429 0.2129 -0.1650
H -5.1090 -9.7986 -12.9951 1.0040 0.2996 0.0889
H -4.5010 -8.7150 -11.5660 0.4112 -0.0797 -0.7153
H -6.5694 -8.0854 -12.3421 0.1213 0.2001 0.2051
H -5.8099 -12.4610 -10.8656 -0.1407 -0.0185 -0.0187
```
Forces are in eV/Å.

Here are the Löwdin charges for atoms 1 to 6, given in e: atom 1 (Sr): 1.57, atom 2 (C): -0.03, atom 3 (C): -0.49, atom 4 (C): -0.15, atom 5 (C): -0.18, atom 6 (C): -0.15